No. 1
Molecular formula: C43H61F5NO22P2S
Method: DFT, wB97M-V/def2-TZVPD

Element x y z (Å)
C (-0.27, 4.01, 0.15)
C (0.35, 4.66, -1.10)
C (0.73, 3.67, -2.21)
C (1.39, 2.38, -1.75)
O (0.60, 1.29, -2.28)
N (1.39, 0.17, -2.57)
C (1.53, -0.05, -4.01)
C (2.80, 0.53, -4.60)
C (3.80, -0.35, -5.05)
C (5.00, 0.15, -5.57)
C (5.24, 1.52, -5.66)
C (4.23, 2.39, -5.25)
C (3.03, 1.89, -4.74)
C (0.96, -0.97, -1.81)
P (0.41, -0.40, -0.10)
P (-1.74, -0.01, -0.14)
O (-2.14, 1.15, -0.94)
O (-2.04, 0.25, 1.43)
O (-2.57, -1.32, -0.52)
C (-0.26, -1.78, -2.39)
O (-1.07, -1.05, -2.95)
O (-0.32, -3.00, -2.18)
S (2.42, -2.03, -1.50)
O (2.10, -3.18, -0.71)
O (3.13, -2.33, -2.72)
C (3.61, -1.05, -0.42)
F (3.29, -1.30, 0.86)
F (3.56, 0.27, -0.64)
C (5.08, -1.52, -0.63)
F (5.74, -1.31, 0.53)
F (5.69, -0.79, -1.55)
F (5.18, -2.81, -0.90)
H (-1.15, 4.57, 0.47)
H (0.45, 4.08, 0.97)
H (-0.48, 2.96, 0.01)
H (1.18, 5.31, -0.86)
H (-0.40, 5.32, -1.52)
H (1.47, 4.17, -2.84)
H (-0.09, 3.42, -2.87)
H (1.43, 2.26, -0.67)
H (2.41, 2.27, -2.12)
H (1.54, -1.11, -4.24)
H (0.69, 0.42, -4.52)
H (3.65, -1.41, -4.99)
H (5.75, -0.55, -5.88)
H (6.17, 1.93, -6.02)
H (4.34, 3.46, -5.30)
H (2.26, 2.58, -4.42)
H (0.64, -1.58, 0.62)
H (-1.32, -0.17, 1.93)
H (-2.00, -2.08, -0.69)
O (-1.31, -0.47, 4.00)
C (-2.08, 0.11, 4.70)
O (-1.70, 0.92, 5.71)
C (-2.86, 1.38, 6.44)
C (-4.02, 1.24, 5.47)
C (-3.59, 0.04, 4.64)
H (-2.98, 0.75, 7.32)
H (-2.69, 2.41, 6.76)
H (-4.98, 1.12, 5.96)
H (-4.08, 2.12, 4.83)
H (-3.91, -0.91, 5.09)
H (-3.94, 0.09, 3.61)
O (6.59, 0.47, -7.91)
C (7.69, 0.62, -8.34)
O (8.61, 1.41, -7.72)
C (9.81, 1.49, -8.50)
C (9.79, 0.25, -9.39)
C (8.29, 0.04, -9.61)
H (9.78, 2.42, -9.08)
H (10.67, 1.52, -7.84)
H (10.36, 0.38, -10.31)
H (10.21, -0.60, -8.85)
H (7.91, 0.61, -10.46)
H (8.03, -1.00, -9.71)
O (-5.64, -3.02, 5.70)
C (-4.67, -3.72, 5.82)
O (-3.62, -3.36, 6.60)
C (-2.55, -4.33, 6.45)
C (-3.23, -5.59, 5.95)
C (-4.38, -5.02, 5.12)
H (-1.82, -3.93, 5.74)
H (-2.07, -4.46, 7.42)
H (-2.56, -6.24, 5.38)
H (-3.64, -6.17, 6.78)
H (-4.08, -4.81, 4.09)
H (-5.26, -5.67, 5.13)
O (-3.86, -5.55, 2.19)
C (-2.82, -5.04, 1.88)
O (-2.11, -4.29, 2.74)
C (-0.96, -3.72, 2.07)
C (-0.71, -4.62, 0.88)
C (-2.12, -5.10, 0.54)
H (-1.22, -2.70, 1.78)
H (-0.13, -3.68, 2.77)
H (-0.19, -4.12, 0.06)
H (-0.10, -5.47, 1.19)
H (-2.63, -4.41, -0.14)
H (-2.14, -6.10, 0.13)
O (-0.24, 8.45, 0.87)
C (-0.22, 7.90, 1.93)
O (0.30, 6.66, 2.11)
C (0.09, 6.22, 3.46)
C (-0.11, 7.49, 4.27)
C (-0.78, 8.41, 3.25)
H (-0.79, 5.57, 3.47)
H (0.95, 5.64, 3.78)
H (-0.69, 7.33, 5.18)
H (0.86, 7.90, 4.56)
H (-1.86, 8.30, 3.23)
H (-0.52, 9.46, 3.39)
O (-4.82, -7.54, 8.01)
C (-6.01, -7.64, 8.06)
O (-6.64, -8.62, 8.75)
C (-8.06, -8.54, 8.53)
C (-8.32, -7.11, 8.09)
C (-7.03, -6.76, 7.36)
H (-8.33, -9.27, 7.75)
H (-8.58, -8.81, 9.45)
H (-9.22, -7.00, 7.49)
H (-8.43, -6.47, 8.97)
H (-7.07, -7.04, 6.30)
H (-6.76, -5.71, 7.45)
O (2.42, 4.78, -6.12)
C (1.23, 4.85, -6.08)
O (0.51, 4.14, -5.19)
C (-0.90, 4.30, -5.43)
C (-1.02, 5.61, -6.21)
C (0.30, 5.63, -6.99)
H (-1.25, 3.44, -6.00)
H (-1.43, 4.33, -4.48)
H (-1.91, 5.66, -6.83)
H (-1.04, 6.45, -5.52)
H (0.22, 5.10, -7.94)
H (0.68, 6.63, -7.16)

Output
F_max ... 1.62 eV/Å
Frontier orbital gap ... 7.29 eV
Charge ... -1
E_HOMO ... -5.401 eV
E_LUMO ... 1.889 eV
2S+1 ... 1

---

No. 2
Molecular formula: C43H62AgN2O5P2Si
Method: DFT, wB97M-V/def2-TZVPD

Element x y z (Å)
Ag (-0.40, -1.40, 0.79)
C (-1.59, 1.13, 3.10)
Si (-1.08, 0.96, 1.32)
C (0.63, 1.86, 1.06)
C (0.66, 3.25, 1.16)
C (1.87, 3.97, 1.30)
C (3.04, 3.26, 1.51)
C (3.03, 1.88, 1.43)
C (1.85, 1.12, 1.21)
P (1.72, -0.64, 1.58)
C (2.00, -0.82, 3.46)
C (1.59, 0.46, 4.29)
C (2.77, 1.20, 5.01)
C (3.58, 0.25, 5.91)
C (3.79, -1.17, 5.27)
C (3.45, -1.24, 3.77)
C (2.79, -1.93, 0.77)
C (2.14, -2.73, -0.39)
C (3.18, -3.75, -0.94)
C (4.43, -3.07, -1.57)
C (4.72, -1.64, -1.01)
C (4.23, -1.42, 0.45)
C (-2.54, 1.93, 0.57)
C (-3.36, 2.73, 1.40)
C (-4.69, 3.04, 0.99)
C (-5.15, 2.67, -0.27)
C (-4.22, 2.16, -1.20)
C (-2.91, 1.84, -0.84)
P (-1.54, 1.34, -1.92)
C (-1.18, 2.94, -2.74)
C (-2.09, 3.42, -3.84)
C (-1.88, 4.94, -4.01)
C (-0.42, 5.34, -3.88)
C (0.65, 4.24, -4.16)
C (0.27, 3.00, -3.29)
C (-2.39, -0.01, -2.91)
C (-3.16, 0.38, -4.17)
C (-3.42, -0.83, -5.02)
C (-2.20, -1.70, -5.39)
C (-0.90, -1.26, -4.66)
C (-1.23, -1.08, -3.16)
H (-1.31, 2.14, 3.46)
H (-1.09, 0.38, 3.70)
H (-2.69, 1.04, 3.25)
H (-0.29, 3.79, 1.09)
H (1.86, 5.06, 1.28)
H (3.97, 3.79, 1.65)
H (3.94, 1.33, 1.56)
H (1.32, -1.64, 3.71)
H (0.88, 0.11, 5.08)
H (1.01, 1.15, 3.62)
H (2.33, 2.05, 5.54)
H (3.39, 1.62, 4.20)
H (3.13, 0.16, 6.94)
H (4.61, 0.69, 6.08)
H (3.11, -1.91, 5.78)
H (4.87, -1.39, 5.38)
H (3.65, -2.31, 3.43)
H (4.14, -0.59, 3.24)
H (2.85, -2.68, 1.58)
H (1.82, -2.08, -1.21)
H (1.20, -3.20, -0.09)
H (2.68, -4.36, -1.70)
H (3.57, -4.41, -0.10)
H (4.37, -3.04, -2.68)
H (5.30, -3.73, -1.38)
H (4.28, -0.91, -1.73)
H (5.80, -1.48, -0.98)
H (4.34, -0.38, 0.76)
H (4.96, -2.01, 1.07)
H (-3.08, 3.02, 2.42)
H (-5.39, 3.49, 1.71)
H (-6.16, 2.87, -0.60)
H (-4.62, 1.92, -2.23)
H (-1.28, 3.66, -1.93)
H (-3.15, 3.18, -3.63)
H (-1.75, 2.96, -4.79)
H (-2.47, 5.51, -3.25)
H (-2.33, 5.28, -4.96)
H (-0.23, 5.66, -2.81)
H (-0.19, 6.24, -4.52)
H (1.67, 4.57, -3.90)
H (0.63, 3.94, -5.24)
H (0.93, 2.97, -2.42)
H (0.48, 2.07, -3.87)
H (-3.04, -0.43, -2.16)
H (-2.62, 1.12, -4.79)
H (-4.14, 0.76, -3.87)
H (-3.91, -0.50, -5.95)
H (-4.13, -1.48, -4.47)
H (-1.99, -1.69, -6.49)
H (-2.32, -2.76, -5.12)
H (-0.51, -0.33, -5.11)
H (-0.15, -2.05, -4.78)
H (-0.36, -0.76, -2.57)
H (-1.60, -2.05, -2.74)
C (-1.16, -2.97, 4.73)
C (-1.73, -3.48, 3.48)
N (-1.55, -3.04, 2.26)
C (-2.22, -3.91, 1.41)
C (-2.83, -4.93, 2.19)
N (-2.49, -4.62, 3.50)
C (-3.75, -6.07, 1.94)
O (-4.05, -6.29, 0.68)
O (-4.18, -6.72, 2.90)
C (-2.26, -3.69, -0.09)
O (-3.01, -4.47, -0.73)
O (-1.50, -2.79, -0.53)
H (-0.84, -1.94, 4.59)
H (-0.25, -3.56, 5.01)
H (-1.90, -3.02, 5.55)
H (-2.79, -5.12, 4.35)
H (-3.64, -5.59, 0.01)
O (2.51, 0.78, -2.48)
H (2.88, 1.69, -2.67)
H (2.42, 0.74, -1.51)

Output
F_max ... 2.31 eV/Å
Frontier orbital gap ... 4.92 eV
Charge ... -1
E_HOMO ... -2.672 eV
E_LUMO ... 2.248 eV
2S+1 ... 1

---

No. 3
Molecular formula: C43H63BrN3O29S
Method: DFT, wB97M-V/def2-TZVPD

Element x y z (Å)
C (-6.16, -0.33, -2.55)
C (-5.24, 0.53, -1.45)
Br (-6.25, 0.98, 0.21)
C (-3.83, -0.23, -1.28)
C (-2.80, 0.29, -0.13)
C (-3.10, -0.69, 1.19)
C (-2.14, -0.42, 2.47)
S (-3.10, -1.07, 4.00)
C (-3.53, 0.34, 5.15)
N (-3.68, 0.40, 6.67)
N (-3.99, 1.76, 6.89)
C (-4.07, 2.52, 5.57)
O (-3.76, 1.60, 4.42)
C (-2.82, 1.88, 0.21)
C (-1.50, 2.75, -0.15)
C (-1.96, 3.97, -1.20)
C (-1.08, 3.59, 1.24)
N (-0.26, 2.03, -0.57)
O (0.63, 2.84, -1.21)
C (-0.47, 0.88, -1.51)
C (1.04, 0.21, -1.77)
C (-1.05, 1.25, -2.99)
C (-1.31, -0.26, -0.68)
H (-5.42, -0.60, -3.43)
H (-6.58, -1.26, -1.98)
H (-7.04, 0.33, -2.95)
H (-5.03, 1.57, -2.01)
H (-4.07, -1.38, -1.03)
H (-3.31, -0.27, -2.35)
H (-4.22, -0.66, 1.53)
H (-2.89, -1.79, 0.80)
H (-1.75, 0.67, 2.61)
H (-1.20, -1.15, 2.39)
H (-4.29, 3.65, 5.35)
H (-2.99, 1.98, 1.38)
H (-3.74, 2.49, -0.25)
H (-1.14, 4.80, -1.33)
H (-2.88, 4.50, -0.65)
H (-2.40, 3.56, -2.21)
H (-1.96, 4.35, 1.41)
H (-0.90, 2.87, 2.14)
H (-0.09, 4.18, 0.94)
H (1.66, 0.29, -0.78)
H (1.51, 0.84, -2.67)
H (0.91, -0.88, -2.18)
H (-0.41, 2.07, -3.56)
H (-0.94, 0.26, -3.65)
H (-2.20, 1.53, -3.01)
H (-0.62, -0.67, 0.16)
H (-1.50, -1.17, -1.43)
C (4.60, -0.91, -2.68)
C (5.68, -1.88, -3.02)
O (4.97, -3.00, -3.54)
C (3.77, -2.53, -3.99)
O (2.98, -3.18, -4.65)
O (3.58, -1.23, -3.61)
H (4.92, 0.13, -2.80)
H (4.22, -1.05, -1.67)
H (6.36, -1.50, -3.80)
H (6.28, -2.17, -2.15)
C (7.07, 1.71, 0.04)
C (8.53, 2.01, -0.10)
O (9.02, 0.88, -0.80)
C (7.97, 0.33, -1.47)
O (8.07, -0.55, -2.31)
O (6.79, 0.91, -1.09)
H (6.46, 2.62, 0.03)
H (6.85, 1.14, 0.94)
H (8.71, 2.91, -0.70)
H (9.02, 2.12, 0.86)
C (-6.18, 3.91, 8.40)
C (-5.51, 3.58, 9.69)
O (-6.40, 4.09, 10.66)
C (-7.64, 4.14, 10.08)
O (-8.67, 4.37, 10.68)
O (-7.55, 3.91, 8.73)
H (-5.97, 3.18, 7.62)
H (-5.91, 4.91, 8.03)
H (-5.40, 2.50, 9.84)
H (-4.53, 4.06, 9.78)
C (7.33, -4.78, -4.10)
C (7.68, -5.34, -5.44)
O (8.96, -4.79, -5.70)
C (9.51, -4.47, -4.49)
O (10.67, -4.13, -4.32)
O (8.59, -4.59, -3.48)
H (6.71, -5.47, -3.51)
H (6.82, -3.82, -4.17)
H (7.77, -6.43, -5.43)
H (6.97, -5.05, -6.21)
C (-10.21, 4.98, -0.34)
C (-9.95, 3.67, 0.33)
O (-8.81, 3.18, -0.35)
C (-8.16, 4.26, -0.88)
O (-7.06, 4.22, -1.39)
O (-8.92, 5.39, -0.77)
H (-10.64, 5.72, 0.34)
H (-10.86, 4.88, -1.22)
H (-9.70, 3.79, 1.39)
H (-10.79, 2.98, 0.23)
C (-9.34, 5.79, 13.33)
C (-10.59, 6.22, 14.02)
O (-10.13, 6.66, 15.28)
C (-8.82, 7.01, 15.13)
O (-8.16, 7.59, 15.97)
O (-8.35, 6.62, 13.91)
H (-9.39, 5.95, 12.25)
H (-9.08, 4.75, 13.53)
H (-11.09, 7.05, 13.51)
H (-11.30, 5.40, 14.13)
C (2.47, 5.12, 2.72)
C (2.73, 3.81, 3.39)
O (3.87, 3.32, 2.71)
C (4.51, 4.40, 2.18)
O (5.62, 4.36, 1.67)
O (3.76, 5.53, 2.29)
H (2.04, 5.86, 3.40)
H (1.82, 5.02, 1.84)
H (2.98, 3.93, 4.45)
H (1.89, 3.12, 3.29)
C (6.52, -10.70, -5.91)
C (7.53, -10.73, -7.00)
O (7.35, -9.48, -7.64)
C (6.79, -8.64, -6.73)
O (6.66, -7.44, -6.88)
O (6.40, -9.32, -5.61)
H (6.84, -11.26, -5.02)
H (5.54, -11.07, -6.23)
H (8.55, -10.79, -6.63)
H (7.36, -11.55, -7.71)
C (6.38, -8.52, -12.02)
C (7.87, -8.57, -11.91)
O (8.10, -9.61, -10.98)
C (7.00, -10.42, -11.02)
O (6.93, -11.51, -10.48)
O (6.00, -9.86, -11.75)
H (6.05, -8.21, -13.01)
H (5.93, -7.87, -11.27)
H (8.35, -8.83, -12.86)
H (8.29, -7.63, -11.54)

Output
F_max ... 7.72 eV/Å
Frontier orbital gap (alpha / beta) ... 8.53 / 8.34 eV
<S²> ... 0.754
Charge ... 0
ΔE to the lowest compared entry with this formula, charge and spin ... 1053.5 kJ/mol
E_HOMO (alpha / beta) ... -9.244 / -9.244 eV
E_LUMO (alpha / beta) ... -0.715 / -0.901 eV
2S+1 ... 2

---

- What is the 2S+1 in the third record?
  2

---

- What is the F_max in the second record?
  2.31 eV/Å